Density functional theory data (ωB97M-V/def2-TZVPD) for a structure of composition C21H29FeN4O6S2 at a distorted geometry.

Last column: natural (NBO) charge in e.
CARTESIAN COORDINATES (ANGSTROEM)
Fe1 -0.85896 0.61992 0.60936  1.37
C1 -1.72005 -1.31334 3.42405  -0.27
O1 -0.50975 -0.53476 3.44486  -0.49
C2 -0.15048 0.15547 2.38622  0.66
O2 0.75977 0.92269 2.37295  -0.50
H1 -1.68255 -1.93346 4.31426  0.19
H2 -1.77572 -1.92399 2.53033  0.22
H3 -2.58271 -0.65059 3.46628  0.20
C3 2.06748 1.62371 -5.90099  -0.63
C4 0.82260 1.18811 -5.17188  -0.03
C5 -0.43163 1.67426 -5.53794  -0.22
C6 -1.56625 1.35073 -4.80378  -0.20
C7 -1.44299 0.50937 -3.71464  -0.30
C8 -0.20871 -0.02354 -3.35870  -0.21
C9 0.91976 0.32695 -4.07947  -0.15
S1 -2.84328 0.16921 -2.63990  1.55
O3 -3.15675 -1.22958 -3.41641  -0.91
O4 -3.88966 1.13868 -3.02530  -0.99
N1 -1.49446 1.72871 -0.87327  -0.72
C10 -2.14732 3.01223 -0.90260  -0.26
C11 -3.04384 3.22877 0.30702  -0.51
C12 -2.32008 2.99799 1.63008  0.79
O5 -2.11824 3.92753 2.38630  -0.63
O6 -2.00215 1.74672 1.88250  -0.87
H4 1.82795 2.05178 -6.87561  0.21
H5 2.75321 0.78708 -6.03998  0.22
H6 2.59261 2.38750 -5.32152  0.22
H7 -0.51823 2.32906 -6.39880  0.20
H8 -2.54071 1.75541 -5.05284  0.24
H9 -0.13378 -0.68605 -2.50328  0.25
H10 1.88732 -0.04976 -3.76506  0.22
H11 -0.83480 1.67781 -1.64930  0.38
H12 -2.75813 3.09263 -1.80844  0.23
H13 -1.38913 3.80388 -0.95704  0.20
H14 -3.87413 2.51859 0.25615  0.21
H15 -3.43912 4.24116 0.28833  0.22
C13 1.35195 2.74250 -0.95580  -0.63
C14 1.83311 1.32625 -0.81690  0.10
C15 3.08390 0.84879 -1.13421  -0.34
C16 3.07982 -0.54030 -0.83073  -0.35
C17 1.82625 -0.83602 -0.34496  0.11
C18 1.32656 -2.16770 0.13212  -0.64
N2 1.05006 0.29547 -0.34791  -0.68
H16 2.18873 3.43407 -0.85998  0.22
H17 0.62051 2.98282 -0.18260  0.20
H18 0.88638 2.92099 -1.93573  0.19
H19 3.89946 1.44076 -1.52894  0.20
H20 3.89593 -1.24260 -0.93549  0.20
H21 2.06565 -2.94001 -0.07943  0.21
H22 0.38680 -2.43984 -0.35026  0.22
H23 1.14015 -2.16347 1.21421  0.20
S2 -1.88586 -1.52107 -0.00577  -0.34
C19 -3.58396 -1.13494 -0.08818  0.30
N3 -4.16318 -0.23938 0.78974  -0.67
C20 -5.50195 0.07038 0.29274  -0.24
C21 -5.71178 -1.05566 -0.74647  -0.25
N4 -4.39069 -1.67965 -0.93685  -0.61
H24 -3.58740 0.48336 1.20583  0.42
H25 -5.54180 1.05224 -0.18550  0.19
H26 -6.23608 0.04096 1.09771  0.19
H27 -6.06100 -0.65890 -1.70148  0.20
H28 -6.43009 -1.80651 -0.40698  0.18
H29 -3.65606 -1.74972 -2.73752  0.52

The value obtained for the highest occupied orbital energy (alpha / beta) is -0.1621 / -0.1618 Ha. Its total energy is -3548.212157 a.u. Its net charge is -1. The relative energy (zero: lowest compared OMol25 entry of this formula, charge and spin) is 0.0 kcal per mole. As for the spin multiplicity: 5.